C3H4ClN | ωB97M-V/def2-TZVPD

The geometry in ORCA input format:
```
! RIJCOSX wB97M-V def2-TZVPD def2/J DEFGRID3
* xyz 0 1
C -1.83 -1.65 0.09
C 1.09 0.81 0.27
C 1.36 -0.39 -0.28
N -2.42 -0.62 0.13
Cl -3.19 0.85 -0.08
H 0.23 1.37 0.13
H 1.65 1.49 0.90
H 2.38 -0.84 -0.22
H 0.73 -1.00 -0.94
*
```

## Properties
* E_HOMO: -10.03 eV
* energy relative to the best compared isomer or geometry (same formula, charge and spin): 3.582 eV
* orbital gap: 9.95 eV
* molecular weight: 89.52 g mol⁻¹
* LUMO energy: -0.00298 hartree

***

C52H52Br2N5O7Rb | ωB97M-V/def2-TZVPD

The geometry in ORCA input format:
```
! RIJCOSX wB97M-V def2-TZVPD def2/J DEFGRID3
* xyz -2 1
Rb -1.35 0.43 0.54
C -2.08 -3.38 2.02
C -2.79 -2.54 3.04
C -3.30 -3.18 4.20
C -3.92 -2.43 5.16
C -4.06 -1.03 4.97
C -4.68 -0.19 5.95
Br -5.33 -0.82 7.60
C -4.76 1.21 5.72
C -4.32 1.77 4.52
Br -4.56 3.58 4.18
C -3.64 0.93 3.50
O -3.23 1.47 2.46
C -3.54 -0.49 3.77
N -2.92 -1.25 2.87
H -1.89 -4.38 2.45
H -1.14 -2.90 1.77
H -2.70 -3.47 1.11
H -3.18 -4.25 4.33
H -4.31 -2.89 6.07
H -5.18 1.85 6.49
C 6.12 -0.33 -0.07
C 5.11 0.60 0.58
C 5.86 1.71 1.27
O 4.17 1.20 -0.36
C 2.82 0.85 -0.03
C 2.92 -0.14 1.10
O 4.31 -0.19 1.44
C 2.02 0.12 2.41
O 0.73 0.06 1.96
C 2.18 -1.00 3.47
C 1.15 -1.02 4.46
C 1.18 -1.91 5.52
C 2.20 -2.84 5.62
C 3.22 -2.83 4.67
C 3.23 -1.92 3.62
C 2.35 1.52 3.01
C 3.49 1.72 3.80
C 3.78 2.97 4.33
C 2.97 4.07 4.03
C 1.87 3.89 3.21
C 1.55 2.65 2.70
C 2.06 0.41 -1.40
O 0.72 0.31 -1.06
C 2.60 -0.95 -1.86
C 3.79 -1.05 -2.58
C 4.29 -2.28 -2.96
C 3.64 -3.47 -2.60
C 2.46 -3.38 -1.86
C 1.96 -2.15 -1.47
C 2.22 1.52 -2.47
C 2.47 2.87 -2.21
C 2.30 3.83 -3.20
C 2.00 3.48 -4.51
C 1.90 2.11 -4.81
C 2.03 1.16 -3.82
H 6.65 0.19 -0.88
H 5.67 -1.22 -0.46
H 6.87 -0.58 0.69
H 6.54 2.14 0.54
H 6.49 1.30 2.05
H 5.22 2.49 1.67
H 2.32 1.78 0.26
H 2.61 -1.17 0.83
H 0.34 -0.32 4.36
H 0.38 -1.85 6.26
H 2.22 -3.55 6.44
H 4.05 -3.54 4.74
H 4.07 -1.92 2.94
H 4.15 0.89 4.02
H 4.66 3.09 4.95
H 3.23 5.04 4.45
H 1.22 4.74 2.96
H 0.68 2.50 2.06
H 4.37 -0.16 -2.84
H 5.20 -2.29 -3.55
H 4.03 -4.42 -2.93
H 1.91 -4.27 -1.57
H 1.04 -2.09 -0.87
H 2.77 3.18 -1.21
H 2.39 4.87 -2.89
H 1.91 4.21 -5.30
H 1.70 1.78 -5.82
H 2.01 0.12 -4.07
C -4.11 3.98 -1.57
N -3.50 3.43 -2.74
C -3.32 4.31 -3.88
C -2.82 2.24 -2.58
O -2.56 1.83 -1.46
N -2.47 1.51 -3.72
C -1.39 0.55 -3.61
C -3.26 1.37 -4.91
H -5.06 4.46 -1.86
H -3.46 4.72 -1.07
H -4.29 3.16 -0.86
H -2.91 5.27 -3.55
H -4.28 4.50 -4.39
H -2.62 3.87 -4.58
H -0.70 0.83 -2.83
H -0.89 0.47 -4.58
H -1.76 -0.45 -3.34
H -4.14 2.01 -4.87
H -3.58 0.32 -5.02
H -2.66 1.58 -5.80
N -5.46 -3.93 -5.49
C -4.42 -4.46 -4.79
O -3.92 -5.56 -5.02
C -3.97 -3.62 -3.64
C -4.60 -2.48 -3.16
C -4.04 -1.81 -2.09
N -2.95 -2.23 -1.42
C -2.37 -3.35 -1.88
C -2.83 -4.08 -2.96
H -5.69 -4.42 -6.36
H -5.60 -2.91 -5.44
H -5.52 -2.10 -3.61
H -4.47 -0.89 -1.75
H -1.49 -3.66 -1.34
H -2.37 -5.00 -3.29
*
```

## Properties
* E_HOMO: -1.76 eV
* energy relative to the best compared isomer or geometry (same formula, charge and spin): 0.000 eV
* orbital gap: 4.82 eV
* molecular weight: 1104.29 g mol⁻¹
* LUMO energy: 0.11210 hartree

***

C2H14O4S2 | ωB97M-V/def2-TZVPD

The geometry in ORCA input format:
```
! RIJCOSX wB97M-V def2-TZVPD def2/J DEFGRID3
* xyz 0 1
C -1.02 -1.87 -0.32
C -2.03 -0.84 0.15
S -1.79 0.93 -0.23
S -0.53 1.90 1.02
H -0.04 -1.64 0.11
H -0.87 -1.93 -1.39
H -1.31 -2.88 0.00
H -2.16 -0.90 1.23
H -2.97 -0.96 -0.40
H 0.65 1.83 0.38
H 2.40 -0.04 -0.97
H 2.31 1.41 -1.44
O 2.00 0.53 -1.64
H 3.18 -2.55 0.60
H 2.57 -1.34 1.30
O 3.06 -1.60 0.49
H 1.77 -0.12 3.11
H 0.59 -0.78 2.35
O 1.47 -0.92 2.70
H 0.54 -0.18 -3.04
H -0.83 0.44 -2.93
O -0.39 -0.40 -3.12
*
```

## Properties
* E_HOMO: -9.21 eV
* energy relative to the best compared isomer or geometry (same formula, charge and spin): 0.123 eV
* structure (SMILES): CCSS.O.O.O.O
* orbital gap: 9.34 eV
* molecular weight: 166.26 g mol⁻¹
* LUMO energy: 0.00482 hartree

***

F5NP2S | ωB97M-V/def2-TZVPD

The geometry in ORCA input format:
```
! RIJCOSX wB97M-V def2-TZVPD def2/J DEFGRID3
* xyz 0 1
N -0.77 0.67 -0.88
F 1.36 -1.12 0.21
F 3.03 0.46 0.56
F 1.93 0.41 -1.47
F -2.00 0.67 1.60
F -1.07 -1.40 1.06
P 1.50 0.47 0.05
P -1.47 -0.07 0.29
S -2.50 -0.08 -1.42
*
```

## Properties
* E_HOMO: -9.70 eV
* energy relative to the best compared isomer or geometry (same formula, charge and spin): 2.835 eV
* structure (SMILES): FP1(F)=NS1.FP(F)F
* orbital gap: 8.43 eV
* molecular weight: 203.01 g mol⁻¹
* LUMO energy: -0.04665 hartree

***

C20H41BFO8PS2 | ωB97M-V/def2-TZVPD

The geometry in ORCA input format:
```
! RIJCOSX wB97M-V def2-TZVPD def2/J DEFGRID3
* xyz 0 1
C -0.16 2.15 3.36
C -0.04 3.22 2.26
C 1.35 3.28 1.66
O 1.66 2.15 0.82
C 1.84 2.38 -0.56
P 3.39 3.55 -0.63
O 3.35 4.12 -2.14
O 4.55 2.42 -0.95
O 0.75 3.16 -1.12
S -0.65 2.48 -1.49
O -1.64 3.23 -0.80
O -0.70 2.32 -2.91
C -0.59 0.79 -0.80
F -0.74 0.90 0.56
C -1.87 0.14 -1.40
C -2.52 -0.93 -0.51
C -3.80 -0.45 0.18
C -4.32 -1.46 1.21
C -4.20 -0.97 2.65
C -2.75 -0.75 3.09
C -1.84 -1.97 3.05
O -1.51 -2.32 4.39
C -0.69 -3.47 4.47
C 0.74 0.09 -1.18
C 0.99 -1.15 -0.28
C 0.48 -2.49 -0.82
C 1.04 -2.85 -2.21
S 1.45 -4.61 -2.44
C 1.99 1.04 -1.24
B 2.47 1.05 -2.77
O 2.08 2.05 -3.59
C 3.37 -0.13 -3.32
C 2.90 -0.75 -4.66
H 0.71 1.50 3.38
H -1.03 1.52 3.20
H -0.28 2.60 4.35
H -0.23 4.21 2.67
H -0.78 3.06 1.48
H 2.09 3.25 2.46
H 1.51 4.21 1.12
H 2.44 4.33 -2.42
H 4.66 1.81 -0.21
H -2.61 0.93 -1.56
H -1.61 -0.24 -2.38
H -2.77 -1.79 -1.13
H -1.83 -1.30 0.25
H -3.62 0.53 0.64
H -4.56 -0.31 -0.60
H -5.36 -1.74 1.00
H -3.75 -2.39 1.11
H -4.70 -1.66 3.33
H -4.72 -0.01 2.73
H -2.32 0.06 2.50
H -2.75 -0.41 4.13
H -2.33 -2.83 2.57
H -0.92 -1.76 2.50
H 0.00 -3.53 3.62
H -1.29 -4.38 4.50
H -0.10 -3.39 5.38
H 0.56 -0.28 -2.19
H 2.07 -1.25 -0.12
H 0.56 -0.98 0.71
H -0.60 -2.52 -0.86
H 0.78 -3.27 -0.12
H 1.92 -2.25 -2.44
H 0.31 -2.63 -2.99
H 2.76 -4.50 -2.23
H 2.80 0.55 -0.71
H 2.45 1.99 -4.48
H 3.48 -0.90 -2.56
H 4.37 0.30 -3.44
H 1.99 -0.28 -5.03
H 2.69 -1.81 -4.56
H 3.65 -0.64 -5.44
*
```

## Properties
* E_HOMO: -8.72 eV
* structure (SMILES): CCCO[C@]1(P(O)O)OS(=O)(=O)[C@@](F)(CCCCCCCOC)[C@H](CCCS)[C@H]1B(O)CC
* orbital gap: 9.03 eV
* molecular weight: 534.46 g mol⁻¹
* LUMO energy: 0.01159 hartree

***

C37H32F3O3P2SY | ωB97M-V/def2-TZVPD

The geometry in ORCA input format:
```
! RIJCOSX wB97M-V def2-TZVPD def2/J DEFGRID3
* xyz 2 1
C -1.24 0.58 -2.44
C -0.22 -0.39 -2.34
C -0.47 -1.73 -2.69
C -1.71 -2.09 -3.22
C -2.68 -1.10 -3.45
C -2.45 0.23 -3.02
P 1.40 0.08 -1.67
C 2.59 -1.07 -2.44
C 3.01 -2.17 -1.65
C 3.73 -3.22 -2.22
C 4.13 -3.14 -3.56
C 3.80 -2.01 -4.32
C 3.01 -0.98 -3.78
Y 0.70 -0.94 0.76
P -1.37 0.10 1.96
C -2.08 -1.48 1.33
C -3.43 -1.42 0.93
C -3.90 -2.38 0.02
C -3.18 -3.57 -0.15
C -1.93 -3.74 0.42
C -1.33 -2.70 1.16
C -0.96 -0.22 3.69
C -0.12 0.70 4.35
C 0.46 0.31 5.55
C 0.09 -0.90 6.16
C -0.77 -1.79 5.49
C -1.31 -1.45 4.26
C -2.24 1.64 1.76
C -1.57 2.67 1.05
C -2.21 3.89 0.84
C -3.50 4.10 1.35
C -4.13 3.10 2.10
C -3.51 1.88 2.33
C 1.76 1.72 -2.32
C 1.26 2.21 -3.53
C 1.59 3.51 -3.94
C 2.41 4.30 -3.13
C 2.91 3.82 -1.91
C 2.60 2.52 -1.51
H 0.05 1.69 3.95
H 1.20 0.93 6.05
H 0.46 -1.14 7.17
H -1.03 -2.74 5.95
H -1.96 -2.13 3.71
H -4.06 -0.62 1.32
H -4.82 -2.23 -0.55
H -3.63 -4.39 -0.73
H -1.42 -4.70 0.30
H -0.44 -2.94 1.77
H -0.55 2.50 0.69
H -1.72 4.68 0.28
H -4.01 5.05 1.16
H -5.12 3.29 2.52
H -3.98 1.09 2.93
H 0.61 1.60 -4.16
H 1.20 3.90 -4.89
H 2.66 5.32 -3.45
H 3.54 4.45 -1.28
H 3.00 2.13 -0.58
H 2.76 -2.23 -0.58
H 3.96 -4.11 -1.63
H 4.71 -3.96 -3.99
H 4.16 -1.95 -5.34
H 2.73 -0.12 -4.40
H 0.32 -2.49 -2.54
H -1.89 -3.15 -3.45
H -3.63 -1.38 -3.92
H -3.15 1.07 -3.11
H -1.12 1.61 -2.09
H -3.93 0.20 -0.34
H -3.35 0.69 -0.31
F 5.39 -0.43 2.69
C 4.54 0.20 1.86
F 4.92 1.49 1.71
F 4.56 -0.40 0.64
S 2.79 0.13 2.57
O 2.33 -1.30 2.39
O 2.82 0.65 3.90
O 1.93 0.88 1.57
*
```

## Properties
* E_HOMO: -14.16 eV
* energy relative to the best compared isomer or geometry (same formula, charge and spin): 0.000 eV
* orbital gap: 7.76 eV
* molecular weight: 764.58 g mol⁻¹
* LUMO energy: -0.23517 hartree

***

C2H3I2NO | ωB97M-V/def2-TZVPD

The geometry in ORCA input format:
```
! RIJCOSX wB97M-V def2-TZVPD def2/J DEFGRID3
* xyz 0 1
C -1.17 -0.81 -0.59
C 0.10 0.05 -0.51
N 1.36 -0.54 -0.54
O -1.13 -1.97 -0.97
I -0.39 1.56 -2.04
I 2.13 -2.04 -1.71
H -2.16 -0.30 -0.51
H 0.31 0.70 0.37
H 2.15 -0.02 -0.42
*
```

## Properties
* E_HOMO: -8.93 eV
* energy relative to the best compared isomer or geometry (same formula, charge and spin): 1.756 eV
* orbital gap: 8.64 eV
* molecular weight: 310.86 g mol⁻¹
* LUMO energy: -0.01071 hartree

***

C17H17AgF4N10O2 | ωB97M-V/def2-TZVPD

The geometry in ORCA input format:
```
! RIJCOSX wB97M-V def2-TZVPD def2/J DEFGRID3
* xyz -2 1
Ag 0.52 -0.23 -0.21
C -2.07 -1.49 -1.39
N -1.26 -0.31 -1.67
C -0.75 -0.38 -3.04
C -2.02 0.93 -1.48
C -2.53 1.12 -0.06
N -1.45 1.07 0.90
C -1.74 1.19 2.18
C -0.68 1.13 3.15
F 0.59 0.97 2.69
C -0.86 1.24 4.50
F 0.23 1.17 5.30
C -2.11 1.43 5.08
C -3.16 1.50 4.18
F -4.41 1.70 4.66
C -3.00 1.39 2.82
F -4.14 1.51 2.08
H -2.99 -1.48 -2.00
H -2.35 -1.51 -0.34
H -1.48 -2.38 -1.61
H -1.59 -0.43 -3.76
H -0.14 -1.28 -3.14
H -0.15 0.50 -3.26
H -2.88 0.93 -2.17
H -1.37 1.76 -1.77
H -3.31 0.37 0.14
H -3.05 2.09 -0.05
H -2.25 1.51 6.14
N 0.91 2.95 0.49
C 2.16 3.04 -0.01
N 3.19 3.01 0.88
N 2.45 3.23 -1.28
C 1.42 3.17 -2.11
N 0.53 3.13 -2.86
H 0.80 2.43 1.35
H 0.16 2.76 -0.16
H 2.99 2.54 1.75
H 4.06 2.69 0.48
O 4.82 0.50 0.68
C 3.68 0.11 0.54
N 2.57 -0.26 0.40
N 2.73 -3.27 -0.67
C 1.67 -3.60 -1.47
O 0.67 -2.87 -1.51
C 1.79 -4.82 -2.24
C 0.72 -5.24 -3.06
N -0.13 -5.61 -3.75
C 2.95 -5.61 -2.18
N 3.93 -6.22 -2.09
H 2.73 -2.33 -0.29
H 3.60 -3.75 -0.77
*
```

## Properties
* E_HOMO: -2.46 eV
* energy relative to the best compared isomer or geometry (same formula, charge and spin): 0.000 eV
* orbital gap: 7.04 eV
* molecular weight: 577.25 g mol⁻¹
* LUMO energy: 0.16863 hartree

***

C2H6N2O2 | ωB97M-V/def2-TZVPD

The geometry in ORCA input format:
```
! RIJCOSX wB97M-V def2-TZVPD def2/J DEFGRID3
* xyz 0 1
C 2.22 -0.01 0.00
C -2.87 0.43 -0.11
N 1.05 -0.84 -0.01
N -0.18 -0.47 0.21
O -0.30 0.74 0.47
O -3.35 -0.62 0.24
H 2.17 0.65 -0.94
H 3.10 -0.64 -0.02
H 2.06 0.58 0.90
H -2.17 0.61 -0.98
H -3.12 1.41 0.41
H 1.39 -1.84 -0.17
*
```

## Properties
* E_HOMO: -9.41 eV
* energy relative to the best compared isomer or geometry (same formula, charge and spin): 4.534 eV
* structure (SMILES): CNN=O.C=O
* orbital gap: 10.06 eV
* molecular weight: 90.08 g mol⁻¹
* LUMO energy: 0.02390 hartree

***

C25H29Br2OSi | ωB97M-V/def2-TZVPD

The geometry in ORCA input format:
```
! RIJCOSX wB97M-V def2-TZVPD def2/J DEFGRID3
* xyz 1 1
Br 6.58 -2.24 -4.39
C 4.82 -1.89 -3.77
C 4.38 -0.58 -3.62
C 3.12 -0.34 -3.05
C 2.35 -1.35 -2.48
C 1.00 -0.94 -1.75
C -0.02 -2.09 -1.87
C -1.33 -1.95 -1.60
C -2.31 -3.03 -1.54
C -3.68 -2.74 -1.32
C -4.64 -3.74 -1.13
C -4.24 -5.08 -1.21
Br -5.51 -6.48 -0.91
C -2.91 -5.42 -1.48
C -1.96 -4.41 -1.67
C 2.76 -2.68 -2.72
C 4.01 -2.95 -3.33
H 5.01 0.24 -3.94
H 2.77 0.70 -3.02
H 0.61 -0.02 -2.15
H 0.30 -2.94 -2.48
H -1.71 -0.94 -1.42
H -4.00 -1.70 -1.25
H -5.67 -3.51 -0.93
H -2.61 -6.46 -1.55
H -0.91 -4.65 -1.84
H 2.16 -3.52 -2.43
H 4.35 -3.98 -3.44
C -0.80 5.25 3.22
C 0.12 4.31 2.39
Si -0.34 2.45 2.26
C -0.34 1.84 4.06
C 0.98 2.02 4.84
C -2.13 2.39 1.63
C -2.28 2.95 0.21
C 0.67 1.41 1.05
C 1.97 1.68 0.55
C 2.38 0.59 -0.18
C 1.33 -0.45 -0.28
O 0.19 0.29 0.50
H -0.40 6.28 3.15
H -1.83 5.26 2.82
H -0.83 4.97 4.29
H 0.19 4.67 1.35
H 1.15 4.34 2.81
H -1.17 2.36 4.60
H -0.62 0.77 4.02
H 0.85 1.62 5.86
H 1.80 1.48 4.36
H 1.25 3.08 4.93
H -2.42 1.32 1.67
H -2.79 2.93 2.34
H -3.32 2.80 -0.13
H -2.06 4.03 0.18
H -1.61 2.43 -0.49
H 2.53 2.57 0.74
H 3.32 0.47 -0.66
H 1.45 -1.41 0.23
*
```

## Properties
* E_HOMO: -10.79 eV
* orbital gap: 5.37 eV
* molecular weight: 533.40 g mol⁻¹
* LUMO energy: -0.19926 hartree

***

What is the formula in the first record?
C3H4ClN

***

Which of these has the highest orbital gap?
C2H6N2O2